Entry 1:
{"formula": "C16H52N24O13", "method": "ωB97M-V/def2-TZVPD", "species": ["C", "C", "N", "C", "C", "N", "C", "O", "O", "H", "H", "H", "H", "H", "H", "H", "H", "N", "C", "N", "O", "H", "H", "H", "H", "N", "C", "N", "O", "H", "H", "H", "H", "N", "C", "N", "O", "H", "H", "H", "H", "N", "C", "N", "O", "H", "H", "H", "H", "N", "C", "N", "O", "H", "H", "H", "H", "N", "C", "N", "O", "H", "H", "H", "H", "N", "C", "N", "O", "H", "H", "H", "H", "N", "C", "N", "O", "H", "H", "H", "H", "N", "C", "N", "O", "H", "H", "H", "H", "N", "C", "N", "O", "H", "H", "H", "H", "N", "C", "N", "O", "H", "H", "H", "H"], "positions_angstrom": [[1.569, -5.364, -1.863], [1.687, -4.224, -1.535], [1.748, -3.039, -0.835], [0.573, -2.162, -1.162], [-0.756, -2.920, -1.223], [-1.329, -3.030, -2.570], [2.962, -2.375, -1.251], [3.742, -1.961, -0.450], [3.193, -2.291, -2.584], [1.453, -6.352, -2.217], [0.700, -1.646, -2.112], [0.515, -1.413, -0.381], [-0.699, -3.901, -0.774], [-1.464, -2.357, -0.629], [-0.701, -3.610, -3.116], [-1.330, -2.107, -2.982], [2.855, -1.453, -2.916], [2.074, -0.118, 4.126], [2.096, -1.266, 3.365], [2.830, -1.161, 2.231], [1.482, -2.272, 3.682], [2.587, 0.711, 3.880], [1.531, -0.130, 4.969], [2.902, -1.955, 1.619], [3.307, -0.309, 1.984], [-4.374, -3.124, -4.061], [-5.436, -2.595, -3.369], [-6.585, -2.483, -4.082], [-5.330, -2.256, -2.196], [-4.440, -3.407, -5.019], [-3.499, -3.229, -3.573], [-7.385, -2.104, -3.603], [-6.672, -2.760, -5.053], [2.236, 3.436, 0.406], [2.246, 2.408, 1.305], [1.023, 1.899, 1.640], [3.283, 1.953, 1.772], [1.398, 3.810, 0.002], [3.121, 3.819, 0.134], [1.000, 1.115, 2.275], [0.157, 2.237, 1.263], [-1.224, 4.617, 5.793], [-0.872, 3.661, 4.901], [-0.152, 4.099, 3.831], [-1.174, 2.474, 5.041], [-0.967, 5.582, 5.687], [-1.749, 4.332, 6.602], [0.128, 3.413, 3.156], [0.111, 5.059, 3.699], [7.467, 1.107, -2.749], [6.635, 0.027, -2.613], [5.919, -0.015, -1.457], [6.539, -0.842, -3.469], [7.558, 1.823, -2.055], [8.017, 1.169, -3.582], [5.299, -0.796, -1.312], [5.980, 0.688, -0.746], [0.689, 2.070, 7.329], [0.262, 2.192, 8.620], [1.195, 1.898, 9.583], [-0.870, 2.545, 8.904], [1.619, 1.797, 7.080], [0.016, 2.278, 6.602], [0.908, 1.980, 10.539], [2.131, 1.606, 9.378], [-7.485, -1.334, 0.224], [-8.647, -1.268, -0.487], [-9.674, -0.590, 0.124], [-8.772, -1.773, -1.588], [-7.373, -0.926, 1.131], [-6.706, -1.813, -0.206], [-10.540, -0.526, -0.375], [-9.598, -0.167, 1.028], [-6.337, -4.152, -8.569], [-7.403, -3.632, -7.891], [-8.558, -3.517, -8.607], [-7.333, -3.292, -6.720], [-6.376, -4.437, -9.528], [-5.476, -4.251, -8.067], [-9.355, -3.140, -8.131], [-8.645, -3.789, -9.567], [3.038, 6.586, 3.650], [2.677, 6.605, 4.972], [3.684, 6.335, 5.852], [1.538, 6.844, 5.337], [3.967, 6.391, 3.333], [2.325, 6.787, 2.976], [3.453, 6.340, 6.827], [4.626, 6.136, 5.574], [7.864, -0.081, -6.089], [7.907, -0.605, -7.349], [7.322, -1.837, -7.474], [8.424, -0.028, -8.292], [7.437, -0.552, -5.302], [8.284, 0.820, -5.968], [7.332, -2.258, -8.383], [6.893, -2.324, -6.710], [-1.026, -0.589, 2.979], [-2.031, -0.327, 2.096], [-3.010, 0.516, 2.549], [-2.050, -0.801, 0.970], [-0.980, -0.207, 3.904], [-0.296, -1.208, 2.671], [-3.758, 0.729, 1.917], [-3.010, 0.924, 3.465]], "lumo_ev": -0.3, "homo_ev": -8.61}

***

Entry 2:
{"formula": "C16H54N4O9", "method": "ωB97M-V/def2-TZVPD", "species": ["C", "O", "C", "C", "C", "N", "H", "H", "H", "H", "H", "H", "H", "H", "H", "H", "H", "C", "O", "C", "C", "C", "N", "H", "H", "H", "H", "H", "H", "H", "H", "H", "H", "H", "C", "O", "C", "C", "C", "N", "H", "H", "H", "H", "H", "H", "H", "H", "H", "H", "H", "C", "O", "C", "C", "C", "N", "H", "H", "H", "H", "H", "H", "H", "H", "H", "H", "H", "O", "H", "H", "O", "H", "H", "O", "H", "H", "O", "H", "H", "O", "H", "H"], "positions_angstrom": [[4.244, 5.754, -2.465], [4.554, 5.604, -1.078], [4.658, 4.293, -0.600], [3.462, 3.327, -0.759], [2.176, 3.987, -0.231], [3.687, 2.021, -0.121], [4.964, 6.407, -2.959], [3.269, 6.238, -2.511], [4.101, 4.875, -3.093], [5.593, 4.037, -1.097], [4.974, 4.313, 0.443], [3.221, 3.202, -1.814], [1.448, 3.241, 0.088], [1.836, 4.722, -0.960], [2.370, 4.539, 0.689], [3.022, 1.317, -0.408], [4.567, 1.623, -0.417], [2.411, -5.195, -0.435], [3.233, -5.579, -1.545], [4.313, -6.399, -1.198], [5.427, -6.406, -2.231], [4.951, -6.933, -3.558], [6.517, -7.205, -1.773], [2.031, -6.015, 0.175], [1.506, -4.674, -0.746], [2.999, -4.562, 0.230], [4.782, -6.036, -0.283], [3.897, -7.390, -1.016], [5.749, -5.387, -2.444], [4.838, -7.993, -3.787], [5.713, -6.603, -4.264], [4.109, -6.319, -3.876], [7.293, -6.821, -1.253], [6.876, -7.565, -2.646], [-2.699, -3.587, -5.039], [-2.189, -2.844, -3.989], [-2.253, -1.406, -4.074], [-2.032, -0.884, -2.641], [-2.367, 0.595, -2.555], [-0.622, -1.014, -2.185], [-3.672, -3.259, -5.405], [-2.781, -4.631, -4.738], [-2.011, -3.462, -5.875], [-1.543, -0.942, -4.758], [-3.223, -1.190, -4.521], [-2.687, -1.462, -1.990], [-1.743, 1.253, -3.160], [-2.136, 0.902, -1.535], [-3.377, 0.773, -2.923], [0.018, -0.490, -2.765], [-0.416, -1.961, -2.468], [-3.513, 7.228, 2.617], [-4.374, 6.263, 2.997], [-4.476, 5.050, 2.187], [-5.782, 4.293, 2.458], [-5.772, 2.955, 1.670], [-6.963, 5.031, 2.134], [-3.716, 8.105, 3.231], [-3.669, 7.440, 1.559], [-2.487, 6.875, 2.715], [-4.557, 5.362, 1.146], [-3.599, 4.421, 2.335], [-5.855, 4.145, 3.535], [-6.684, 2.368, 1.555], [-4.941, 2.376, 2.072], [-5.483, 3.093, 0.628], [-6.940, 5.910, 2.631], [-7.687, 4.667, 2.738], [1.836, -0.745, 5.960], [1.777, -1.645, 6.281], [1.105, -0.292, 6.381], [-3.766, -2.906, 2.357], [-4.552, -2.827, 1.815], [-3.242, -2.137, 2.131], [-1.204, 0.376, 7.975], [-1.798, -0.204, 7.497], [-0.869, -0.162, 8.692], [-0.891, -0.084, 2.433], [-0.332, -0.204, 3.200], [-0.301, -0.192, 1.687], [-1.201, -4.294, 4.911], [-1.645, -3.863, 4.181], [-1.477, -5.209, 4.853]], "lumo_ev": 0.2, "homo_ev": -9.35}

***

Entry 3:
{"formula": "C16H54O20", "method": "ωB97M-V/def2-TZVPD", "species": ["C", "C", "C", "O", "C", "C", "C", "O", "O", "O", "H", "H", "C", "C", "O", "H", "H", "H", "H", "H", "H", "C", "C", "O", "H", "H", "H", "H", "H", "H", "C", "C", "O", "H", "H", "H", "H", "H", "H", "C", "C", "O", "H", "H", "H", "H", "H", "H", "C", "C", "O", "H", "H", "H", "H", "H", "H", "O", "H", "H", "O", "H", "H", "O", "H", "H", "O", "H", "H", "O", "H", "H", "O", "H", "H", "O", "H", "H", "O", "H", "H", "O", "H", "H", "O", "H", "H", "O", "H", "H"], "positions_angstrom": [[0.922, 0.697, 0.804], [0.239, 1.062, -0.317], [-0.671, 0.122, -1.139], [-1.191, 0.405, -2.305], [-0.889, -1.154, -0.684], [-0.299, -1.679, 0.546], [0.709, -0.702, 1.369], [1.154, -1.061, 2.487], [-0.674, -2.688, 1.093], [0.459, 2.272, -0.738], [1.577, 1.364, 1.345], [-1.569, -1.775, -1.250], [-1.411, 2.280, -6.157], [-2.432, 1.670, -5.218], [-2.459, 2.395, -4.037], [-1.340, 1.829, -7.147], [-0.406, 2.298, -5.735], [-1.691, 3.302, -6.409], [-2.228, 0.623, -4.995], [-3.434, 1.684, -5.646], [-1.953, 1.872, -3.411], [4.842, -2.122, 3.291], [3.716, -3.074, 3.167], [2.742, -2.615, 4.030], [5.319, -2.156, 4.271], [4.643, -1.062, 3.131], [5.618, -2.400, 2.577], [4.139, -4.015, 3.519], [3.409, -3.262, 2.138], [2.156, -2.017, 3.560], [0.946, 4.891, 3.580], [1.262, 4.278, 2.254], [0.121, 3.669, 1.747], [0.124, 5.603, 3.517], [1.810, 5.472, 3.906], [0.634, 4.132, 4.297], [2.034, 3.512, 2.320], [1.563, 5.019, 1.514], [0.182, 3.508, 0.803], [-2.953, 0.218, 2.671], [-3.203, 0.612, 1.202], [-4.590, 0.603, 0.833], [-1.913, 0.244, 2.994], [-3.418, -0.726, 2.957], [-3.485, 0.948, 3.280], [-2.704, -0.097, 0.542], [-2.770, 1.600, 1.040], [-4.713, 0.884, -0.077], [2.402, 0.818, -3.402], [2.111, -0.695, -3.263], [0.851, -0.928, -3.860], [2.587, 1.083, -4.443], [3.393, 0.978, -2.977], [1.764, 1.500, -2.839], [2.201, -0.982, -2.215], [2.966, -1.209, -3.703], [0.171, -0.578, -3.280], [-4.399, -2.085, -0.082], [-4.304, -1.192, 0.249], [-4.427, -1.986, -1.034], [3.451, 2.628, -0.293], [3.764, 3.249, -0.950], [2.497, 2.702, -0.329], [1.161, -4.526, 1.044], [0.540, -5.252, 0.981], [0.630, -3.742, 0.905], [3.893, 0.172, 0.844], [3.055, -0.228, 1.078], [3.656, 0.939, 0.324], [-2.912, -1.917, -3.439], [-3.245, -1.534, -4.250], [-2.305, -1.262, -3.095], [-1.937, -3.760, 3.159], [-2.040, -4.681, 2.918], [-1.550, -3.351, 2.385], [-2.561, -4.002, -0.029], [-3.259, -3.358, 0.087], [-1.832, -3.663, 0.491], [0.251, 1.439, 3.746], [0.030, 2.166, 3.164], [0.667, 0.793, 3.177], [0.242, 4.700, -2.593], [0.173, 3.812, -2.243], [0.981, 4.662, -3.200], [-0.453, -1.729, 4.679], [-0.936, -2.424, 4.231], [0.214, -1.456, 4.049], [-1.580, -4.089, -2.723], [-1.685, -4.092, -1.771], [-2.147, -3.380, -3.025]], "spin_multiplicity": 2, "lumo_ev": [-0.2, -2.2], "homo_ev": [-7.27, -7.27], "total_charge": -1}

***

Entry 4:
{"formula": "C16H55BO17", "method": "ωB97M-V/def2-TZVPD", "species": ["O", "H", "H", "H", "B", "H", "H", "H", "H", "C", "C", "O", "O", "H", "H", "H", "H", "H", "H", "C", "C", "O", "O", "H", "H", "H", "H", "H", "H", "C", "C", "O", "O", "H", "H", "H", "H", "H", "H", "C", "C", "O", "O", "H", "H", "H", "H", "H", "H", "C", "C", "O", "O", "H", "H", "H", "H", "H", "H", "C", "C", "O", "O", "H", "H", "H", "H", "H", "H", "C", "C", "O", "O", "H", "H", "H", "H", "H", "H", "C", "C", "O", "O", "H", "H", "H", "H", "H", "H"], "positions_angstrom": [[-1.209, -1.205, -1.529], [-0.707, -2.023, -1.501], [-0.810, -0.493, -1.024], [-1.282, -0.862, -2.423], [-0.042, 0.645, 0.047], [-0.643, 0.000, 0.669], [0.412, 1.470, 0.573], [0.746, 0.011, -0.329], [-0.599, 1.075, -0.771], [-0.912, -2.373, 3.265], [-0.278, -2.973, 2.016], [0.684, -2.155, 1.428], [-1.792, -1.319, 2.871], [-0.084, -2.047, 3.895], [-1.506, -3.088, 3.834], [-1.068, -3.212, 1.304], [0.244, -3.880, 2.321], [0.421, -1.264, 1.186], [-1.268, -0.532, 2.701], [4.880, 0.427, -2.265], [4.082, -0.878, -2.158], [3.532, -1.020, -0.860], [4.074, 1.609, -2.078], [5.465, 0.436, -3.184], [5.618, 0.606, -1.483], [4.710, -1.754, -2.319], [3.345, -0.867, -2.961], [3.034, -0.224, -0.661], [3.832, 1.674, -1.152], [-1.716, 1.260, -4.099], [-0.288, 0.828, -3.869], [-0.106, -0.600, -3.876], [-2.572, 0.491, -3.189], [-2.028, 1.062, -5.125], [-1.796, 2.339, -3.969], [0.180, 1.246, -2.977], [0.239, 1.180, -4.756], [0.702, -0.783, -4.360], [-3.401, 0.965, -3.286], [-3.587, 3.944, 0.881], [-2.669, 2.745, 0.563], [-1.464, 3.231, 0.105], [-3.080, 4.658, 2.028], [-4.623, 3.606, 0.894], [-3.503, 4.659, 0.063], [-3.116, 2.161, -0.241], [-2.511, 2.226, 1.509], [-0.931, 2.461, -0.106], [-2.213, 4.998, 1.796], [1.290, -3.612, -2.437], [0.008, -4.146, -3.083], [-0.899, -4.177, -2.023], [1.170, -2.467, -1.706], [2.012, -3.346, -3.208], [1.516, -4.403, -1.722], [0.176, -5.211, -3.243], [-0.357, -3.559, -3.926], [-0.636, -4.773, -1.318], [2.008, -2.310, -1.264], [4.852, 1.085, 1.662], [3.352, 1.498, 1.680], [2.851, 1.471, 0.371], [5.059, -0.295, 1.313], [5.241, 1.378, 2.637], [5.378, 1.733, 0.960], [3.205, 2.461, 2.168], [2.734, 0.853, 2.304], [1.905, 1.335, 0.455], [4.412, -0.486, 0.630], [-0.348, 2.012, 3.857], [0.775, 3.040, 3.703], [0.461, 4.247, 4.370], [-0.104, 0.820, 3.080], [-1.246, 2.546, 3.547], [-0.407, 1.863, 4.935], [1.095, 3.123, 2.664], [1.683, 2.597, 4.113], [0.957, 4.945, 3.936], [0.039, 1.104, 2.174], [-3.910, -1.656, 0.050], [-4.762, -1.966, 1.273], [-4.478, -1.109, 2.336], [-4.327, -2.536, -0.998], [-2.876, -1.670, 0.393], [-4.056, -0.620, -0.255], [-4.527, -2.997, 1.536], [-5.814, -1.956, 0.986], [-3.539, -1.128, 2.533], [-4.286, -2.142, -1.873]], "spin_multiplicity": 2, "lumo_ev": [2.2, 2.2], "homo_ev": [0.05, -7.45], "total_charge": -1}

***

Entry 5:
{"formula": "C16H58N2O13", "method": "ωB97M-V/def2-TZVPD", "species": ["C", "C", "O", "H", "H", "H", "H", "H", "H", "C", "C", "O", "H", "H", "H", "H", "H", "H", "C", "C", "O", "H", "H", "H", "H", "H", "H", "C", "O", "N", "N", "H", "H", "H", "H", "C", "O", "H", "H", "H", "H", "C", "O", "H", "H", "H", "H", "C", "O", "H", "H", "H", "H", "C", "O", "H", "H", "H", "H", "C", "O", "H", "H", "H", "H", "C", "O", "H", "H", "H", "H", "C", "O", "H", "H", "H", "H", "C", "O", "H", "H", "H", "H", "C", "O", "H", "H", "H", "H"], "positions_angstrom": [[-4.426, -2.551, -1.021], [-3.061, -2.883, -0.517], [-2.143, -2.337, -1.369], [-4.714, -3.293, -1.690], [-4.583, -1.627, -1.588], [-5.105, -2.683, -0.175], [-3.000, -3.941, -0.313], [-2.895, -2.477, 0.514], [-1.261, -2.456, -1.036], [2.931, -1.821, 1.414], [2.222, -2.104, 2.650], [2.461, -3.390, 3.019], [2.961, -0.848, 0.941], [2.381, -2.493, 0.709], [3.974, -2.154, 1.442], [1.211, -2.008, 2.424], [2.571, -1.348, 3.349], [3.397, -3.454, 3.209], [3.419, 1.838, 3.557], [2.430, 1.740, 2.400], [1.345, 0.943, 2.840], [2.927, 2.203, 4.482], [4.109, 2.636, 3.382], [3.822, 0.914, 3.707], [2.951, 1.299, 1.524], [2.078, 2.688, 2.205], [1.015, 0.498, 2.078], [0.415, 0.285, -0.174], [1.384, -0.236, -1.057], [0.222, 1.523, 0.063], [-0.351, -0.408, 0.604], [0.735, 2.116, -0.561], [-0.443, 1.904, 0.677], [-0.320, -1.441, 0.412], [-1.098, -0.089, 1.158], [0.566, -3.726, -0.458], [-0.237, -3.011, 0.424], [1.037, -3.110, -1.222], [-0.036, -4.464, -1.003], [1.334, -4.199, 0.127], [-0.244, -3.477, 1.249], [-1.160, 0.553, -2.956], [-2.314, -0.015, -3.570], [-0.884, 1.390, -3.596], [-0.277, -0.126, -2.888], [-1.387, 1.020, -2.002], [-2.302, -0.964, -3.378], [1.307, 3.098, -2.497], [2.182, 3.229, -1.388], [0.267, 2.938, -2.227], [1.616, 2.275, -3.097], [1.337, 3.965, -3.100], [2.953, 2.741, -1.605], [-1.621, -1.470, 3.149], [-2.390, -0.385, 2.724], [-1.884, -2.278, 2.393], [-1.861, -1.786, 4.142], [-0.552, -1.094, 3.159], [-3.308, -0.515, 2.918], [3.645, 0.112, -3.080], [3.908, 0.327, -1.710], [4.264, 0.698, -3.708], [2.586, 0.135, -3.331], [3.906, -0.932, -3.206], [3.186, -0.026, -1.203], [0.879, -2.379, -4.071], [1.438, -2.014, -5.331], [1.128, -3.438, -3.911], [-0.240, -2.339, -4.053], [1.072, -1.763, -3.192], [1.371, -2.753, -5.908], [-3.672, 0.534, -0.325], [-3.692, 1.952, -0.097], [-3.805, 0.441, -1.386], [-4.452, -0.034, 0.245], [-2.774, 0.154, -0.036], [-3.069, 2.418, -0.648], [-2.782, 2.553, 3.217], [-1.668, 2.421, 2.327], [-2.674, 1.920, 4.091], [-3.820, 2.361, 2.842], [-2.789, 3.531, 3.625], [-1.731, 1.485, 2.109], [-0.200, 4.899, 0.658], [0.629, 5.404, -0.353], [-1.008, 5.537, 0.465], [0.066, 5.015, 1.650], [-0.550, 3.922, 0.564], [1.141, 4.705, -0.767]], "lumo_ev": 0.1, "homo_ev": -9.49}

***

Number 1: molar mass 788.7 g/mol. Number 2: molar mass 446.6 g/mol. Number 3: molar mass 566.6 g/mol. Number 4: molar mass 530.4 g/mol. Number 5: molar mass 486.6 g/mol.